(1)
Density functional theory data (ωB97M-V/def2-TZVPD) for C36H62N3O2ReSSi2Te as an isolated structure.

Element x y z (Å)
1 Re -0.6337 0.5141 -0.4533
2 Te 0.1770 -1.8085 -1.5434
3 S 1.9480 1.2915 -0.9755
4 Si -1.6411 -3.9721 0.5760
5 Si 3.0887 -3.4223 -1.0597
6 O -0.7976 2.5881 0.2889
7 O 0.4989 0.1827 1.1504
8 N -2.0302 0.7196 -1.4322
9 N 2.4482 1.1447 1.7660
10 N 4.2181 1.3802 0.3843
11 C -0.4320 -5.3530 0.9420
12 C -0.4865 0.2592 3.7715
13 C 4.5874 -3.3086 0.0586
14 C -1.5212 4.8167 0.0525
15 C -4.6117 0.7004 0.0160
16 C -1.7958 -0.2041 -4.5041
17 C 1.2582 0.6829 2.0521
18 C -3.3730 -4.6765 0.5222
19 C -3.1576 1.2139 -2.0732
20 C -4.2798 -0.7939 0.0596
21 C -5.2777 2.6040 -3.1876
22 C 0.7795 0.7437 3.4504
23 C -1.9083 1.3142 -4.3391
24 C -0.6917 3.1557 1.6090
25 C 5.0684 1.3739 1.5839
26 C -4.1304 2.3744 -3.9297
27 C 4.9210 1.6510 -0.8703
28 C 1.5788 1.3046 4.4448
29 C 2.8946 1.2425 0.4826
30 C -3.0590 1.6628 -3.4093
31 C -0.1522 0.8988 6.0618
32 C -1.5506 4.4099 1.5430
33 C 2.5562 -5.1973 -1.3023
34 C -0.5604 1.9598 -4.0136
35 C -0.7552 3.6923 -0.6424
36 C -3.9617 1.4637 1.1741
37 C 1.7172 -2.4282 -0.2044
38 C 1.1116 1.3819 5.7453
39 C -1.3514 -3.2453 -1.1515
40 C 5.6310 0.4170 -1.4076
41 C 5.1413 2.7437 2.2414
42 C -0.9505 0.3370 5.0745
43 C 3.4283 -2.6213 -2.7211
44 C -5.3959 2.0601 -1.9204
45 C -4.3590 1.3407 -1.3408
46 C -1.5022 -2.6421 1.8860
47 H -6.3206 2.1796 -1.3688
48 H -2.5686 4.1812 1.8547
49 H 2.1430 -1.4905 0.1554
50 H 2.7423 -2.9865 -3.4877
51 H 1.2462 -2.9232 0.6441
52 H -4.7604 -1.3237 -0.7652
53 H 5.7777 2.7001 3.1253
54 H 0.2942 3.9419 -0.8169
55 H -4.3008 2.5009 1.1956
56 H 5.6319 2.4555 -0.6698
57 H 3.2844 -5.7304 -1.9175
58 H 0.5695 -4.9998 1.1906
59 H -0.8003 -5.9157 1.8036
60 H -1.0329 2.4128 2.3243
61 H -0.5146 0.9596 7.0795
62 H -3.6331 -5.1418 1.4755
63 H 2.5603 1.6750 4.1827
64 H 0.3625 3.3862 1.7948
65 H -1.0249 5.7722 -0.1054
66 H 1.7330 1.8173 6.5163
67 H -1.1652 5.1866 2.2003
68 H -6.0964 3.1675 -3.6150
69 H -0.3474 -6.0537 0.1093
70 H 4.4432 -2.8496 -3.0543
71 H -4.1126 -3.8998 0.3155
72 H -2.5318 4.8962 -0.3430
73 H 5.4967 -3.5947 -0.4741
74 H -0.6778 -1.9571 1.6796
75 H -0.6276 3.0487 -4.0459
76 H -2.7605 -0.6375 -4.7707
77 H -1.1049 -0.1786 2.9992
78 H -0.1855 1.6663 -3.0331
79 H 4.7267 -2.2886 0.4261
80 H 1.5917 -5.2596 -1.8131
81 H -1.4578 -0.6782 -3.5828
82 H -4.6428 -1.2240 0.9953
83 H 4.4901 -3.9660 0.9247
84 H 4.1475 3.0711 2.5437
85 H 6.4363 0.0890 -0.7499
86 H 5.5616 3.4862 1.5618
87 H -3.4653 -5.4406 -0.2525
88 H -4.0714 2.7348 -4.9495
89 H -1.0802 -0.4492 -5.2901
90 H -1.9335 -0.0421 5.3208
91 H -1.2069 3.3546 -1.5712
92 H -1.3181 -3.0944 2.8637
93 H 4.6948 0.6292 2.2810
94 H 0.1808 1.6490 -4.7517
95 H 6.0631 0.6342 -2.3842
96 H -4.2273 0.9988 2.1258
97 H 3.3286 -1.5336 -2.6786
98 H -2.8737 1.4603 1.0862
99 H -1.2247 -4.0476 -1.8815
100 H -3.2063 -0.9738 0.0033
101 H 4.9235 -0.4044 -1.5251
102 H -2.2074 1.7105 -5.3132
103 H 2.4705 -5.7307 -0.3548
104 H -2.4189 -2.0529 1.9568
105 H -2.2549 -2.6992 -1.4405
106 H -5.6932 0.7766 0.1570
107 H 6.0581 1.0564 1.2562
108 H 4.2042 2.0170 -1.5980

Cartesian forces, eV/Å:
1.31 0.65 -1.07
-0.13 -0.13 0.12
-0.55 -0.13 -0.06
-0.03 -0.02 0.00
0.01 0.00 0.04
-0.26 -0.19 0.08
-0.83 -0.61 1.41
0.01 0.01 0.05
-0.09 0.02 0.09
-0.09 0.05 0.02
-0.02 0.02 -0.01
-0.03 -0.02 -0.01
-0.02 0.00 -0.04
0.02 0.00 0.00
0.05 0.05 0.01
0.00 0.02 0.00
0.58 0.35 -0.63
0.03 0.01 0.01
-0.22 0.04 0.06
-0.03 0.04 -0.02
0.02 -0.02 0.00
0.01 -0.13 0.03
-0.02 0.01 -0.04
0.02 0.06 0.00
0.03 0.02 0.04
-0.05 -0.02 -0.04
-0.01 -0.07 -0.03
0.02 -0.01 -0.04
0.09 0.02 -0.01
0.08 -0.01 0.10
0.00 0.00 -0.02
-0.01 -0.01 0.01
0.01 0.05 -0.03
-0.01 0.00 0.02
0.06 0.04 0.00
0.01 -0.05 -0.03
0.00 -0.05 -0.07
0.00 0.01 0.02
-0.02 0.02 0.03
-0.04 0.00 -0.01
-0.01 -0.01 -0.02
0.00 0.01 0.00
0.04 -0.01 0.05
-0.04 0.00 -0.02
0.09 -0.09 -0.04
0.02 -0.04 0.00
0.00 0.00 0.00
0.02 0.01 0.00
-0.03 0.04 0.00
-0.02 0.02 0.00
0.02 -0.01 0.01
0.00 0.00 0.00
0.01 0.00 0.00
-0.01 0.00 -0.02
0.01 0.00 0.00
0.01 -0.02 0.00
0.00 0.00 0.00
0.01 0.01 -0.02
0.01 0.00 0.01
-0.03 0.00 -0.02
0.00 0.00 0.00
0.00 0.01 0.00
0.01 0.00 0.01
-0.01 -0.01 0.03
0.00 0.00 0.01
0.00 0.00 0.00
0.01 0.01 -0.01
0.00 0.00 0.00
0.00 0.00 -0.01
0.00 -0.01 0.00
0.01 0.01 0.00
0.00 0.00 -0.01
0.00 -0.03 0.01
0.02 -0.01 0.00
0.00 0.00 0.03
0.00 0.00 -0.02
0.02 0.01 0.00
0.00 -0.02 0.01
0.01 0.01 -0.01
0.00 0.00 -0.01
-0.02 0.01 0.00
-0.02 0.00 0.00
-0.02 0.02 0.01
0.00 0.00 0.01
-0.01 -0.01 0.01
-0.01 0.00 0.00
0.00 0.00 0.00
0.01 0.01 0.00
0.01 -0.01 0.01
0.00 0.00 0.00
0.00 -0.02 0.01
-0.03 -0.01 0.01
-0.01 0.00 -0.02
-0.01 0.03 -0.02
0.02 0.00 0.01
-0.01 0.01 0.00
0.00 0.00 -0.01
-0.02 -0.01 0.00
0.04 0.00 0.01
0.01 0.01 0.01
0.01 0.01 -0.01
0.01 -0.01 0.00
-0.02 0.00 0.02
0.01 0.01 -0.02
-0.01 -0.01 -0.02
0.01 0.01 0.03
0.00 -0.01 0.01
0.01 0.05 0.01

Output
Net charge: +1
Energy relative to the best compared isomer or geometry (same formula, charge and spin) in kcal per mole: 10.50
⟨S²⟩: 0.7624
Frontier orbital gap (spin up / spin down) in eV: 7.20 / 7.45
E_HOMO (spin up / spin down) in Ha: -0.373 / -0.378
DFT total energy in eV: -82915.0768
Spin multiplicity: 2
Lowest unoccupied orbital energy (spin up / spin down) in hartree: -0.108 / -0.104

(2)
Density functional theory data (ωB97M-V/def2-TZVPD) for C36H63ClMoN4O5S3Si as an isolated structure.

Element x y z (Å)
1 Mo 0.3817 -0.8830 0.3427
2 Cl 3.0506 -0.6148 -2.2976
3 S -2.8767 -4.1976 2.0339
4 S -0.2126 -3.0331 1.5111
5 S -1.6104 2.6151 -2.4290
6 Si 2.8192 -0.0407 2.6847
7 O -1.9828 3.9326 -1.8057
8 O 2.9523 1.5749 2.9297
9 O 1.4774 -0.4401 1.8868
10 O 4.0433 -0.4962 1.6949
11 O 2.9330 -0.7190 4.1644
12 N -1.5822 -0.6756 1.0178
13 N -0.0277 1.3665 0.4801
14 N -0.8288 -1.4870 -1.7038
15 N -2.4951 -1.6771 1.3435
16 C 0.8436 2.3805 0.4454
17 C -4.2390 -3.3875 2.9084
18 C 6.0463 -0.3137 3.0396
19 C 1.4417 -2.5448 -0.5450
20 C 5.4407 -0.1877 1.6468
21 C 0.9501 -1.8287 4.9686
22 C 2.7464 -3.0869 3.7195
23 C 2.7249 -2.9314 -0.1569
24 C 0.3994 5.3751 -3.2708
25 C -2.1320 0.5055 1.0644
26 C 1.9553 0.0530 -1.0032
27 C -1.2936 1.6511 0.8532
28 C -0.8304 3.9809 1.0223
29 C -4.8307 2.1616 -2.2348
30 C 2.6396 2.4042 4.0612
31 C 6.0466 -1.2080 0.6973
32 C -2.8187 2.3129 -3.7691
33 C 5.6278 1.2213 1.0969
34 C 3.1922 -2.1732 6.0024
35 C 2.8481 3.8386 3.6047
36 C 1.1876 2.1733 4.4629
37 C -0.1651 2.8930 -3.4799
38 C 2.6499 -4.8173 -1.6569
39 C -2.2675 -1.1719 -1.7747
40 C -0.1329 4.2575 -4.1673
41 C -1.7287 2.9406 1.1181
42 C -1.8926 -2.7931 1.6070
43 C -4.1730 2.8998 -3.3985
44 C -0.2020 -0.8880 -2.8969
45 C 3.5884 2.1032 5.2160
46 C 1.3719 -4.4402 -2.0481
47 C 2.4418 -1.9594 4.6981
48 C -0.6511 -2.9569 -1.7986
49 C 3.3216 -4.0590 -0.7059
50 C 0.7701 -3.3216 -1.4889
51 C 0.4813 3.6929 0.6873
52 H -5.8064 2.5876 -1.9994
53 H 2.2930 -2.8922 2.7463
54 H 1.4239 5.1563 -2.9562
55 H 1.5573 0.9485 -1.4738
56 H 0.5082 4.1656 -5.0462
57 H 0.4174 -1.5620 4.0572
58 H 0.5463 -2.7732 5.3408
59 H -2.8799 1.2242 -3.8692
60 H -2.4081 -0.0946 -1.6930
61 H 5.9030 -1.3261 3.4238
62 H 1.0434 1.1452 4.8018
63 H 0.9010 2.8495 5.2717
64 H -0.7562 -1.1972 -3.7924
65 H -1.3226 -3.4231 -1.0738
66 H -4.6010 -2.5441 2.3275
67 H -0.2194 5.4881 -2.3827
68 H -4.0360 3.9489 -3.1354
69 H -1.1301 4.5179 -4.5322
70 H -4.8139 2.8622 -4.2814
71 H 5.1003 1.9485 1.7166
72 H 3.5298 1.0544 5.5025
73 H 2.3529 -4.0355 4.0902
74 H 0.7041 2.7699 -2.8270
75 H 6.6892 1.4789 1.0710
76 H -3.9128 -3.0619 3.8938
77 H -2.6699 -1.5120 -2.7361
78 H 3.8559 3.9581 3.2020
79 H 1.8686 2.1373 0.2105
80 H -0.9522 -3.2945 -2.7984
81 H 3.3327 2.7225 6.0789
82 H 0.7755 -1.0557 5.7211
83 H 4.2656 -2.2403 5.8137
84 H -2.7644 3.1029 1.3866
85 H -2.4261 2.7303 -4.6965
86 H -4.2168 2.2329 -1.3326
87 H 0.8273 -1.2139 -2.9877
88 H 4.3240 -4.3386 -0.3993
89 H 7.1165 -0.0968 3.0112
90 H -3.1771 0.5843 1.3353
91 H 0.8320 -5.0295 -2.7837
92 H 1.2280 4.4702 0.6072
93 H 5.9178 -2.2177 1.0957
94 H 0.4125 6.3244 -3.8084
95 H -4.9736 1.1029 -2.4679
96 H 2.1295 4.1016 2.8299
97 H -1.1440 5.0001 1.2077
98 H 5.5498 -1.1549 -0.2745
99 H 7.1143 -1.0193 0.5601
100 H 0.5299 2.3519 3.6072
101 H 5.5697 0.3831 3.7351
102 H -5.0297 -4.1289 3.0104
103 H -0.1725 2.0627 -4.1908
104 H 4.6172 2.3296 4.9230
105 H 3.0112 -1.3381 6.6838
106 H 2.7234 4.5265 4.4437
107 H 3.1153 -5.6948 -2.0893
108 H 5.2324 1.2785 0.0789
109 H 2.6738 0.3521 -0.2386
110 H 3.8264 -3.1828 3.5814
111 H -0.2270 0.1967 -2.8133
112 H 2.8623 -3.0955 6.4855
113 H 3.2708 -2.3363 0.5662
114 H -2.8105 -1.6664 -0.9747

Cartesian forces, eV/Å:
0.07 -0.73 -1.33
-0.17 0.00 0.17
0.12 0.17 0.13
0.01 0.05 -0.19
-0.26 0.54 0.27
-0.05 -0.10 -0.31
0.09 -0.37 -0.27
0.10 0.17 0.02
0.40 -0.01 0.58
-0.10 0.11 0.01
-0.14 -0.06 0.13
-0.83 0.45 0.67
0.04 0.22 0.22
-0.01 0.03 0.08
0.19 0.08 -0.02
-0.04 -0.12 -0.13
-0.05 -0.04 -0.16
-0.02 0.02 0.07
0.34 -0.03 0.29
-0.06 0.00 0.11
-0.06 0.00 -0.01
-0.01 -0.02 -0.03
-0.08 -0.05 -0.06
0.03 -0.07 0.00
0.09 -0.14 -0.05
0.33 -0.03 0.16
0.01 -0.08 0.01
-0.03 0.13 0.00
0.03 0.00 -0.02
-0.04 -0.17 -0.05
0.07 -0.08 -0.06
-0.01 -0.07 -0.02
-0.05 0.07 -0.05
0.07 0.00 0.08
0.02 0.07 -0.04
-0.04 -0.02 0.02
0.13 0.04 0.02
-0.02 0.04 0.02
0.09 -0.07 0.00
0.00 0.02 0.05
-0.16 0.04 0.02
-0.12 -0.13 0.10
-0.01 -0.07 0.12
-0.05 0.01 0.04
0.05 -0.05 0.04
0.05 -0.05 -0.06
0.14 0.00 -0.15
0.07 0.04 -0.03
-0.01 -0.01 -0.04
0.01 0.04 0.00
0.03 0.01 -0.01
0.01 0.00 -0.01
0.00 -0.01 0.05
-0.04 0.01 -0.01
-0.08 0.02 -0.04
-0.02 0.00 -0.04
-0.02 -0.01 -0.07
0.01 0.04 0.00
0.07 0.04 -0.07
0.00 0.02 -0.01
0.00 0.03 -0.01
0.01 0.04 -0.01
-0.01 -0.02 -0.02
-0.01 0.01 -0.01
-0.02 0.01 0.05
-0.02 -0.03 0.03
0.00 -0.01 -0.02
0.00 0.02 -0.03
0.01 0.00 0.01
-0.01 -0.01 -0.01
0.04 -0.04 0.00
-0.01 0.05 0.00
0.02 0.01 -0.01
-0.01 -0.04 -0.05
-0.03 0.00 -0.02
0.00 0.02 -0.03
-0.02 0.01 -0.02
-0.02 0.00 0.02
0.00 -0.02 0.03
-0.01 -0.02 -0.02
0.02 0.01 -0.02
0.00 -0.02 -0.01
-0.03 0.00 0.01
0.04 0.03 0.00
-0.07 0.04 0.01
-0.01 0.00 -0.03
0.00 -0.01 0.01
-0.04 0.00 0.00
-0.02 -0.02 0.00
-0.02 0.06 -0.02
0.03 0.02 0.01
0.00 -0.01 0.03
0.01 0.04 -0.01
0.01 -0.02 0.01
0.00 0.03 0.01
-0.02 0.01 -0.03
0.00 -0.04 -0.03
0.02 0.00 0.04
-0.04 -0.02 0.00
0.02 0.00 0.02
0.04 -0.03 -0.06
0.03 -0.01 0.01
0.07 0.02 0.00
-0.04 0.00 0.02
0.01 -0.04 -0.03
-0.01 -0.01 -0.03
-0.01 0.03 0.00
0.01 -0.01 0.04
0.02 0.07 -0.04
-0.03 0.01 0.01
0.00 -0.01 0.01
0.02 0.03 -0.01
0.00 -0.02 -0.04
0.00 -0.01 0.03

Output
Net charge: 0
Energy relative to the best compared isomer or geometry (same formula, charge and spin) in kcal per mole: 8.36
⟨S²⟩: 2.0467
Frontier orbital gap (spin up / spin down) in eV: 6.19 / 6.68
E_HOMO (spin up / spin down) in Ha: -0.255 / -0.285
DFT total energy in eV: -109319.5664
Spin multiplicity: 3
Lowest unoccupied orbital energy (spin up / spin down) in hartree: -0.028 / -0.039

Number 1: largest force on an atom 1.81 eV Å⁻¹. Number 2: largest force on an atom 1.51 eV Å⁻¹.